[1]
2 unconnected molecules or ions with the total composition C11H22NO2. Source: the OMol25 dataset; level of theory: ωB97M-V/def2-TZVPD.

Cartesian coordinates (Å):
C (0.03565, -1.50207, 1.58222)
C (-1.59585, 0.45706, -0.49247)
C (0.13087, -2.44083, 2.72539)
C (-2.18899, -0.92681, -0.85973)
C (-0.98048, 0.73269, 2.26829)
C (1.48816, 0.54041, 2.21684)
C (0.41854, 2.09543, -0.55440)
C (0.10980, -0.09846, -3.14176)
C (1.86775, -0.19105, -1.51173)
C (0.08106, 0.00090, 1.86187)
C (-0.27436, 0.73580, -0.85607)
N (0.45188, -0.22160, -1.72053)
O (0.04347, -1.91837, 0.43472)
O (-2.44138, 1.28856, 0.09650)
H (-0.96591, -2.40352, 3.03083)
H (0.52212, -3.45655, 2.31919)
H (0.75548, -2.01667, 3.52673)
H (-3.23004, -1.03610, -0.39538)
H (-1.51813, -1.71053, -0.57756)
H (-2.39400, -0.89490, -2.00701)
H (-1.04185, 1.72661, 2.72224)
H (-1.98207, 0.42247, 2.11490)
H (-2.20428, 2.28365, 0.02560)
H (1.42338, 1.61719, 2.49833)
H (2.25299, 0.31511, 1.42853)
H (2.00269, -0.09213, 3.01243)
H (1.12130, 1.90011, 0.19236)
H (-0.23187, 2.95486, -0.39123)
H (0.98024, 2.47342, -1.38007)
H (-0.07115, -1.11194, -3.69904)
H (-0.90795, 0.47445, -3.22639)
H (0.85820, 0.50102, -3.71759)
H (2.25730, -1.16350, -1.81357)
H (2.43819, 0.74360, -1.90375)
H (2.04287, -0.05910, -0.45443)
H (0.03205, -1.20553, -1.36500)

Computed properties:
LUMO (eV): -2.46
Total charge: +1
Molecular weight (g mol⁻¹): 200.302
HOMO level (eV): -12.03
Orbital gap (eV): 9.5724
Electronic energy (eV): -17338.923



[2]
3 unconnected molecules or ions with the total composition C11H22O5S2. Source: the OMol25 dataset; level of theory: ωB97M-V/def2-TZVPD.

Cartesian coordinates (Å):
C (-1.96563, 0.24806, -4.88335)
C (-0.89699, -0.79131, -4.88107)
O (-1.07467, -1.87791, -4.37590)
C (0.31986, -0.59874, -5.78047)
H (-2.47331, 0.18714, -3.91806)
H (-2.66687, 0.01685, -5.68369)
H (-1.58446, 1.26517, -4.95391)
H (1.21058, -0.49782, -5.15894)
H (0.24398, 0.25128, -6.45670)
H (0.41854, -1.48851, -6.40164)
C (-1.43871, -1.77195, -0.85127)
C (-0.13726, -0.95979, -1.09807)
C (-0.26312, 0.39518, -0.41606)
S (-1.98292, 0.79288, -0.38735)
O (-2.35364, 1.37334, -1.66062)
O (-2.31039, 1.53797, 0.78790)
C (-2.55666, -0.89326, -0.32308)
H (-1.15951, -2.50435, -0.09563)
H (-1.71608, -2.29219, -1.76567)
H (-0.01157, -0.76782, -2.16340)
H (0.77588, -1.42442, -0.73525)
H (0.19426, 1.20838, -0.98156)
H (0.12869, 0.42606, 0.59570)
H (-3.53672, -0.89067, -0.79216)
H (-2.69675, -1.08846, 0.74138)
C (1.63814, 0.39957, 5.36360)
C (1.68054, 1.79290, 4.72337)
C (1.44420, 1.63247, 3.20445)
S (1.88111, -0.06138, 2.84393)
O (2.96052, -0.09045, 1.89655)
O (0.66866, -0.81261, 2.64491)
C (2.50581, -0.45238, 4.48672)
H (0.61078, 0.03184, 5.43617)
H (1.92083, 0.48838, 6.41562)
H (2.68651, 2.19669, 4.85910)
H (0.98292, 2.50891, 5.15111)
H (2.10435, 2.29088, 2.64368)
H (0.42345, 1.86851, 2.90986)
H (3.54292, -0.11300, 4.48195)
H (2.48273, -1.53544, 4.57789)

Computed properties:
LUMO (eV): 0.57
SMILES string: O=S1(=O)CCCC1.O=S1(=O)CCCC1.CC(C)=O
Molecular weight (g mol⁻¹): 298.426
HOMO level (eV): -9.59
Orbital gap (eV): 10.1655
Electronic energy (eV): -43670.815



[3]
2 unconnected molecules or ions with the total composition C11H23B2FNO3P2. Source: the OMol25 dataset; level of theory: ωB97M-V/def2-TZVPD.

Cartesian coordinates (Å):
C (0.96697, -0.68180, 3.46312)
C (1.57308, 0.32726, 2.28271)
O (0.54937, 0.59044, 1.25909)
B (1.10378, 0.36973, -0.11791)
O (2.10667, 1.35517, -0.59023)
P (0.41696, -1.11718, -1.10909)
B (-0.82356, -0.47379, -2.41786)
N (-1.26480, -1.36684, -3.59972)
O (-1.41358, 0.90974, -2.41601)
P (1.92083, -2.34596, -2.09915)
C (2.09371, -3.97955, -1.07474)
C (3.65915, -1.55747, -2.03972)
C (4.10985, -0.84564, -3.48363)
H (-0.00414, -1.21672, 3.07382)
H (0.71449, -0.12325, 4.46042)
H (1.84801, -1.44592, 3.70997)
H (2.57635, -0.12448, 1.83604)
H (1.89833, 1.32298, 2.83485)
H (1.81057, 2.22439, -0.14197)
H (-0.31707, -1.95173, -0.19154)
H (-0.41959, -1.87474, -3.94407)
H (-1.92507, -2.09066, -3.20430)
H (-1.64335, 1.16892, -1.47520)
H (1.04392, -4.46332, -0.88275)
H (2.73099, -4.73581, -1.74247)
H (2.72712, -3.81297, -0.07939)
H (4.42802, -2.45730, -1.88388)
H (3.79508, -0.80033, -1.12694)
H (5.26183, -0.57287, -3.36307)
H (3.44848, 0.10375, -3.66607)
H (4.07732, -1.62609, -4.38267)
F (-3.53121, 5.02753, 2.97524)
C (-3.72445, 3.82693, 2.41325)
C (-5.01390, 3.42701, 2.08002)
C (-5.21501, 2.17914, 1.49014)
C (-4.12437, 1.33978, 1.24986)
C (-2.83451, 1.74815, 1.59255)
C (-2.63258, 3.00051, 2.17208)
H (-5.84974, 4.08891, 2.28179)
H (-6.21834, 1.86037, 1.21874)
H (-4.28219, 0.36473, 0.79384)
H (-1.98767, 1.09147, 1.40835)
H (-1.63577, 3.33751, 2.43652)

Computed properties:
LUMO (eV): -4.47
Total charge: +1
Molecular weight (g mol⁻¹): 319.879
HOMO level (eV): -11.41
Orbital gap (eV): 6.9472
Electronic energy (eV): -42053.553



[4]
A molecular structure, C11H23Br4NaO7. Source: the OMol25 dataset; level of theory: ωB97M-V/def2-TZVPD.

Cartesian coordinates (Å):
Na (4.74502, -8.54353, 22.10082)
C (8.47787, -11.70234, 22.50853)
O (7.61191, -10.83507, 23.17030)
H (8.47157, -12.74774, 22.81708)
H (8.18501, -11.68422, 21.45877)
H (9.50678, -11.34264, 22.51680)
Br (6.62280, -11.09125, 13.46928)
C (7.06094, -12.31205, 14.99236)
C (7.73865, -11.53483, 16.17103)
Br (6.30350, -10.35278, 17.03243)
H (7.79962, -13.06576, 14.71965)
H (6.12850, -12.79445, 15.28549)
H (8.64856, -11.01940, 15.86362)
H (8.18744, -12.18594, 16.92118)
Br (8.88605, -16.76549, 18.24273)
C (9.94580, -15.86417, 19.61360)
C (10.20130, -16.77320, 20.83747)
Br (8.28913, -17.35868, 21.27361)
H (9.26804, -15.04735, 19.86167)
H (10.86533, -15.49330, 19.16081)
H (10.63771, -16.23103, 21.67634)
H (10.75370, -17.68345, 20.60422)
C (6.19206, -12.48858, 31.15141)
O (5.97102, -13.32596, 29.96010)
C (5.63708, -12.76533, 28.78902)
O (5.62623, -11.60997, 28.43226)
O (5.27786, -13.78847, 28.02584)
C (4.94520, -13.51697, 26.65522)
H (7.11810, -12.71183, 31.68120)
H (5.39032, -12.63073, 31.87604)
H (6.26963, -11.40889, 31.02347)
H (3.94715, -13.83361, 26.35236)
H (5.68706, -13.94773, 25.98277)
H (5.04067, -12.49673, 26.28362)
C (12.71211, -9.05298, 24.20204)
O (13.04019, -7.73834, 23.66193)
C (12.32328, -6.75736, 23.90574)
O (11.29740, -6.75124, 24.54045)
O (12.80325, -5.80868, 23.15831)
C (12.37196, -4.45152, 23.35203)
H (12.70405, -9.80894, 23.41683)
H (11.75063, -9.03602, 24.71524)
H (13.38103, -9.50587, 24.93383)
H (12.98078, -4.07623, 24.17460)
H (11.32753, -4.37042, 23.65315)
H (12.47188, -3.91282, 22.40974)

Computed properties:
LUMO (eV): -1.88
Molecular weight (g mol⁻¹): 609.904
HOMO level (eV): -5.60
Orbital gap (eV): 3.7188
Electronic energy (eV): -310693.432



[5]
A molecular structure, C11H23BrNO2P2Tb. Source: the OMol25 dataset; level of theory: ωB97M-V/def2-TZVPD.

Cartesian coordinates (Å):
Tb (0.30051, 1.03128, -0.22924)
P (2.31905, -0.77596, 0.35038)
C (2.29887, -0.70856, -1.53419)
C (1.05759, -1.30648, -2.18723)
N (-0.11926, -0.77942, -1.76390)
C (-1.28003, -1.21243, -2.31330)
C (-1.28006, -2.17796, -3.30749)
C (-0.07878, -2.71697, -3.75441)
C (1.11056, -2.28291, -3.17836)
C (-2.58318, -0.62197, -1.82285)
P (-2.37623, 0.98528, -0.93055)
H (2.08437, -2.67080, -3.47081)
H (-2.24056, -2.47792, -3.72591)
H (-0.06598, -3.46266, -4.54538)
H (-3.26813, -0.47672, -2.67406)
H (-3.07010, -1.31836, -1.11479)
H (2.31996, 0.41907, -1.80011)
H (3.21698, -1.20117, -1.88786)
H (0.60178, 3.30458, -1.51006)
O (1.37958, 2.09288, -1.74107)
H (1.88852, 2.23082, -2.56475)
H (-0.17181, 3.43356, 0.05911)
O (-0.20497, 3.82167, -1.05046)
H (-0.06803, 4.78983, -1.04825)
C (-2.78530, 2.14714, -2.27812)
H (-3.84673, 2.05406, -2.54346)
H (-2.58658, 3.17433, -1.94590)
H (-2.17070, 1.93311, -3.16205)
C (-3.86685, 1.04278, 0.10478)
H (-3.70937, 1.82101, 0.86277)
H (-4.76165, 1.28128, -0.48575)
H (-3.99919, 0.07977, 0.61386)
C (2.24786, -2.55195, 0.71401)
H (3.17958, -3.05496, 0.42840)
H (2.09676, -2.65978, 1.79706)
H (1.40010, -3.01641, 0.19978)
C (4.06630, -0.39687, 0.69479)
H (4.14075, -0.14460, 1.76120)
H (4.70825, -1.26196, 0.48280)
H (4.39791, 0.46942, 0.10912)
Br (-0.17699, 2.73573, 1.81954)

Computed properties:
⟨S²⟩: 12.67
LUMO (spin up / spin down) (eV): -6.72 / -6.48
Spin multiplicity: 7
Total charge: +2
Molecular weight (g mol⁻¹): 502.087
HOMO level (spin up / spin down) (eV): -15.82 / -15.81
Orbital gap (spin up / spin down) (eV): 9.1027 / 9.3363
Electronic energy (eV): -128408.733



[6]
A molecular structure, C11H23ClNO2P2Tc. Source: the OMol25 dataset; level of theory: ωB97M-V/def2-TZVPD.

Cartesian coordinates (Å):
Tc (-0.62762, -0.56212, 0.65643)
P (-2.30322, -0.45256, -0.85541)
C (-1.20533, -1.32261, -2.06248)
C (-0.05766, -0.41504, -2.35264)
N (0.38282, 0.18887, -1.22987)
C (1.48597, 0.95649, -1.23590)
C (2.16940, 1.17002, -2.42504)
C (1.71952, 0.57102, -3.59564)
C (0.58979, -0.24712, -3.56991)
C (1.94846, 1.51172, 0.08565)
P (1.01597, 0.77616, 1.52069)
H (0.20694, -0.76416, -4.44291)
H (3.02865, 1.82645, -2.39385)
H (2.24884, 0.73257, -4.53214)
H (3.01943, 1.31216, 0.24682)
H (1.80458, 2.60412, 0.10822)
H (-0.74091, -2.22106, -1.38124)
H (-1.77614, -1.71868, -2.89501)
H (2.35964, -2.73936, 4.59308)
O (-0.05407, -2.31287, -0.22912)
H (0.23154, -3.06338, 0.31707)
H (-1.43350, -1.50859, 1.57425)
O (2.08857, -1.96887, 5.09956)
H (1.11954, -2.06586, 5.21590)
C (2.33418, 0.02128, 2.48698)
H (3.11844, 0.77801, 2.63208)
H (1.97079, -0.33349, 3.45500)
H (2.75157, -0.83119, 1.94973)
C (0.63158, 2.29913, 2.43222)
H (-0.12003, 2.05786, 3.19408)
H (1.53569, 2.69240, 2.90675)
H (0.22356, 3.04032, 1.74364)
C (-2.78141, 1.14104, -1.49775)
H (-3.31891, 1.02529, -2.44223)
H (-3.43005, 1.58412, -0.73318)
H (-1.90593, 1.77467, -1.63546)
C (-3.79522, -1.43550, -0.67042)
H (-4.45703, -0.86629, -0.00216)
H (-4.24016, -1.55091, -1.66792)
H (-3.57861, -2.41773, -0.21622)
Cl (-2.15965, 0.73371, 1.84833)

Computed properties:
⟨S²⟩: 3.80
LUMO (spin up / spin down) (eV): -13.25 / -14.88
Spin multiplicity: 4
Total charge: +3
Molecular weight (g mol⁻¹): 396.711
HOMO level (spin up / spin down) (eV): -18.87 / -18.87
Orbital gap (spin up / spin down) (eV): 5.6178 / 3.9868
Electronic energy (eV): -50631.956